No. 1
The following is a DFT calculation (ωB97M-V/def2-TZVPD) of the ion C13H24FN2 with charge +1 in a non-equilibrium geometry.

Cartesian coordinates (Å):
C 3.6193 -1.1106 1.6754
C 4.4543 -0.1060 0.7519
C 3.6357 1.2497 0.7020
C 2.8629 1.5187 -0.6451
C 2.1567 0.2621 -1.2789
C 0.6016 0.4818 -1.4869
C -0.1600 -0.7979 -1.9779
C -0.6000 -1.7745 -0.8190
N -1.7468 -1.2234 -0.0335
C -1.6705 -1.2970 1.3539
C -2.8875 -0.6519 1.8138
N -3.5405 -0.2902 0.6472
C -4.8356 0.4305 0.7759
C -4.7727 1.6560 -0.2340
F -3.5328 2.3024 0.0628
C -2.8877 -0.6299 -0.5148
H 3.9974 -2.1605 1.6298
H 2.5380 -1.1398 1.3461
H 3.6227 -0.6688 2.7023
H 5.4473 0.0965 1.2380
H 4.5774 -0.6097 -0.2388
H 4.3707 2.0789 0.9001
H 2.9293 1.2447 1.5764
H 2.0967 2.3184 -0.4196
H 3.5794 2.0001 -1.3690
H 2.6219 0.1110 -2.2959
H 2.2973 -0.6944 -0.7169
H 0.5098 1.2421 -2.3172
H 0.1658 0.9693 -0.5766
H 0.3965 -1.3841 -2.7502
H -1.0999 -0.4336 -2.4907
H -0.8742 -2.7522 -1.2886
H 0.2320 -1.8989 -0.0734
H -0.8656 -1.7446 1.9665
H -3.2064 -0.4766 2.8573
H -5.7357 -0.2098 0.6190
H -4.8473 0.8522 1.8175
H -4.6831 1.3075 -1.2901
H -5.5769 2.4052 -0.0546
H -3.1894 -0.4729 -1.5641

Calculated values
Kohn-Sham gap   9.94 eV
LUMO   -0.1156 hartree
HOMO   -13.1 eV
Structure (SMILES)   CCCCCCCCn1cc[n+](CCF)c1
Charge   +1

No. 2
The following is a DFT calculation (ωB97M-V/def2-TZVPD) of a cluster of 19 separate species, C11H60NO18 in total in a non-equilibrium geometry.

Cartesian coordinates (Å):
C -20.5381 -31.8163 39.4566
C -19.3868 -30.9011 40.0350
C -17.9926 -31.5742 40.2504
C -17.0781 -30.3800 40.7503
N -15.6824 -30.8671 41.0547
C -15.0254 -31.4927 39.8711
C -14.9587 -32.9993 39.9204
C -14.6517 -33.1044 41.4740
C -15.4247 -31.9607 42.1283
C -14.8227 -29.5969 41.3914
C -15.3858 -28.9273 42.6102
C -14.5359 -27.5269 42.7719
H -21.1541 -32.1259 40.2301
H -20.1279 -32.6706 39.2053
H -21.2591 -31.3644 38.7504
H -19.8064 -30.4181 40.9280
H -19.1496 -30.2403 39.0935
H -17.8175 -32.2082 39.3780
H -18.0978 -32.3122 41.2063
H -17.6381 -29.9758 41.5684
H -16.9389 -29.9189 40.0383
H -13.9989 -31.2702 39.6013
H -15.5570 -31.3801 38.9232
H -14.0566 -33.2468 39.4733
H -15.7183 -33.4960 39.5637
H -13.5382 -33.0244 41.5780
H -15.0046 -34.0572 41.9196
H -14.6230 -31.4894 42.9723
H -16.3512 -32.3577 42.5199
H -14.8939 -29.1066 40.3921
H -13.8832 -29.9275 41.6036
H -15.1778 -29.2792 43.6054
H -16.4597 -28.7801 42.6100
H -14.8625 -27.2141 43.7655
H -14.8767 -26.7214 42.0114
H -13.5226 -27.5578 42.4473
O -17.5932 -25.6002 41.4171
H -16.9097 -25.8814 40.9508
H -17.6045 -26.1595 42.2083
O -16.0045 -28.4789 37.5346
H -15.1827 -28.9907 37.2143
H -16.7719 -28.7816 37.0210
O -17.1182 -35.7684 41.3779
H -17.1355 -36.0381 42.3324
H -17.7843 -35.1567 41.2056
O -19.2668 -33.5541 43.2005
H -19.9629 -32.7783 43.2083
H -19.7120 -34.3161 43.1616
O -16.9658 -33.1258 44.6573
H -17.6971 -33.5283 44.1071
H -17.1333 -32.1316 44.9507
O -16.1706 -26.4237 39.0947
H -16.1387 -27.3331 38.6256
H -16.7148 -25.7577 38.7668
O -14.2637 -34.6783 36.6293
H -13.4457 -34.2674 37.1355
H -14.1167 -34.2923 35.7140
O -14.0964 -34.9346 44.4347
H -15.0811 -34.8589 44.3254
H -13.7466 -34.2366 44.7597
O -11.9548 -33.6493 37.7425
H -11.1872 -33.7627 37.2103
H -11.9936 -34.1207 38.5626
O -21.2927 -27.8380 38.3698
H -20.4906 -27.8540 38.9369
H -21.6230 -28.3083 39.1219
O -19.0730 -27.6039 40.3582
H -19.5939 -27.8224 41.1598
H -18.6337 -26.7911 40.6098
O -12.0761 -29.5609 39.1994
H -11.2656 -29.1683 38.7048
H -12.4593 -28.6931 39.4090
O -13.8240 -30.0661 36.8612
H -13.5608 -30.5218 36.0981
H -12.9422 -29.8157 37.1297
O -13.4031 -26.6231 39.0536
H -13.2875 -26.6642 38.1407
H -14.3768 -26.7798 38.9943
O -15.5426 -37.1007 39.4392
H -14.6110 -36.7559 39.4694
H -15.9106 -36.2777 39.9438
O -11.5295 -25.8740 43.5280
H -11.7158 -26.6014 44.0232
H -10.6496 -25.9635 43.0414
O -17.0872 -25.9384 44.8634
H -18.0124 -25.5421 44.8348
H -16.6747 -25.7584 45.7316
O -16.9897 -33.7724 37.0225
H -16.0575 -34.1029 36.8619
H -17.0603 -33.0621 36.3947

Calculated values
Kohn-Sham gap   9.93 eV
LUMO   -0.0954 hartree
ΔE to the lowest compared entry with this formula, charge and spin   1.766 eV
HOMO   -12.5 eV
Charge   +1

No. 3
The following is a DFT calculation (ωB97M-V/def2-TZVPD) of a cluster of 8 separate species, C6H30N2O7 in total in a non-equilibrium geometry.

Cartesian coordinates (Å):
C -2.3925 1.5060 0.5302
C -1.3363 0.3670 0.5868
N -0.3405 0.4584 1.6361
C 0.5845 1.5741 1.5759
C -0.8022 0.2573 3.0424
C -2.0724 0.9311 3.5183
C -1.1576 -1.2512 3.2199
N -0.3104 -2.2139 2.4951
H -2.2342 2.2154 1.3256
H -3.3402 1.0690 0.8483
H -2.5008 1.9489 -0.4585
H -1.8814 -0.5743 0.6693
H -0.7880 0.2784 -0.3674
H 1.2533 1.6956 2.4273
H 1.2704 1.4292 0.7116
H 0.2513 2.5663 1.2784
H 0.0769 0.4654 3.6510
H -2.3046 0.6225 4.5490
H -2.9791 0.6416 2.9839
H -2.0029 2.0262 3.5312
H -2.1431 -1.5962 2.8342
H -1.3991 -1.4803 4.2710
H -0.0506 -1.6891 1.6586
H 0.6253 -2.3152 2.8889
O 2.4400 1.7170 -1.2496
H 1.5398 2.0572 -1.2857
H 2.4376 0.8389 -1.6449
O -1.1183 1.4477 -3.6036
H -1.3661 2.3645 -3.7398
H -0.1741 1.2575 -3.7260
O 1.7481 -1.2831 -0.3475
H 1.1792 -0.5294 -0.1286
H 1.1087 -1.9720 -0.5579
O 1.5662 0.9300 -3.9422
H 2.3531 1.4285 -3.7354
H 1.6414 -0.0544 -4.0421
O 2.6423 -1.8877 2.4799
H 2.2681 -1.3986 1.7335
H 3.5490 -2.0307 2.1827
O 1.0788 -1.5845 -3.7458
H 0.9696 -1.3370 -2.8139
H 0.1178 -1.5426 -3.9121
O -1.7402 -1.0482 -3.2306
H -1.9843 -0.1081 -3.4058
H -1.6374 -1.0866 -2.2752

Calculated values
Kohn-Sham gap   9.08 eV
LUMO   0.0057 hartree
ΔE to the lowest compared entry with this formula, charge and spin   2.449 eV
HOMO   -8.9 eV
Structure (SMILES)   CCN(C)[C@@H](C)CN.O.O.O.O.O.O.O
Charge   0

No. 4
The following is a DFT calculation (ωB97M-V/def2-TZVPD) of a structure of composition C24H20Cl5CrN2O4S2 in a non-equilibrium geometry.

Cartesian coordinates (Å):
Cr 0.6646 1.0868 -0.0863
C -2.8264 -2.2089 0.3454
N -1.6892 -1.7085 -0.4881
C -0.3777 -2.1102 0.0759
C 0.8675 -2.0094 -0.7321
N 1.8188 -0.9990 -0.1520
C 2.9706 -0.9506 -1.1208
C 2.2617 -1.3721 1.1949
C 2.5450 -2.7150 1.4665
C 2.9952 -2.9983 2.7690
C 3.1104 -1.9973 3.7425
C 2.8412 -0.7073 3.4291
C 2.3426 -0.2868 2.1595
S 2.2009 1.3538 1.8552
C -1.8965 -1.6018 -1.8552
C -2.9369 -2.4434 -2.3986
C -3.4350 -2.1775 -3.6943
C -3.1515 -0.9622 -4.3239
C -2.1996 -0.0999 -3.7706
C -1.4898 -0.4606 -2.6144
S -0.2086 0.6765 -2.2983
H -3.1903 -3.2127 0.1224
H -3.7263 -1.5810 0.0988
H -2.5918 -2.2048 1.4742
H -0.4652 -3.1712 0.4621
H -0.1692 -1.5463 1.0248
H 0.6490 -1.5995 -1.7501
H 1.3549 -2.9913 -0.8132
H 3.5813 -1.8242 -1.0855
H 3.5478 -0.1099 -0.7967
H 2.5545 -0.7095 -2.0922
H 2.5737 -3.4586 0.6656
H 3.2965 -4.0239 2.9197
H 3.4002 -2.3219 4.7312
H 2.9190 0.1449 4.1945
H -3.2924 -3.2771 -1.8283
H -4.2496 -2.8334 -4.1280
H -3.5869 -0.6448 -5.2603
H -1.9993 0.8811 -4.1943
Cl -3.9259 2.9767 4.6437
C -2.9407 2.9509 3.1968
C -2.6881 4.1952 2.5650
Cl -3.4432 5.5612 3.1813
C -1.7886 4.2292 1.4723
Cl -1.5215 5.6274 0.5736
C -1.0527 3.0071 1.1292
O -0.0544 2.9845 0.2905
C -1.4850 1.7143 1.7191
O -0.9311 0.6175 1.2767
C -2.4533 1.7078 2.7567
Cl -2.7433 0.2368 3.5362
Cl 3.0790 4.3064 -3.7840
C 2.6544 3.9165 -2.1004
C 3.1609 2.5500 -1.5136
O 4.3518 2.2881 -1.5976
O 2.2464 1.7276 -1.1505
H 1.5456 3.8462 -2.0023
H 2.9766 4.7326 -1.4407

Calculated values
Kohn-Sham gap (spin up / spin down)   5.90 / 5.97 eV
LUMO (spin up / spin down)   0.1615 / 0.1615 hartree
HOMO (spin up / spin down)   -1.5 / -1.6 eV
Spin multiplicity   4
Charge   -2

No. 5
The following is a DFT calculation (ωB97M-V/def2-TZVPD) of a structure of composition C13H15IrN4S2Si.

Cartesian coordinates (Å):
Ir 0.2175 0.9238 -0.3132
S -0.4203 2.9546 -1.0244
C 0.8718 3.5805 -1.9143
C 0.6613 4.7344 -2.7248
N 0.4762 5.6636 -3.3743
C 2.1216 2.9912 -1.7749
S 2.2784 1.6799 -0.7246
C 3.2823 3.4924 -2.4345
N 4.2249 3.8806 -2.9640
C 0.6150 2.2142 3.1055
C -0.0136 0.8803 2.8875
C -0.4871 0.0539 3.9043
C -1.0639 -1.1661 3.5928
C -1.1857 -1.6067 2.2736
C -0.6950 -0.7582 1.3137
N -0.1455 0.4332 1.6413
N -0.6281 -0.7924 -0.0897
Si -0.6943 -2.1325 -1.2930
C -0.1797 -3.6953 -0.4315
C -2.4173 -2.1908 -1.9759
C 0.5253 -1.6069 -2.5998
H 0.6883 2.4387 4.1658
H 0.0227 2.9927 2.6218
H 1.6150 2.2365 2.6702
H -0.4030 0.3802 4.9304
H -1.4325 -1.7936 4.3936
H -1.6381 -2.5519 2.0171
H -0.9284 -4.0639 0.2706
H 0.7653 -3.5737 0.1017
H -0.0341 -4.4747 -1.1833
H -3.1668 -2.4105 -1.2141
H -2.4866 -2.9668 -2.7418
H -2.6784 -1.2395 -2.4436
H 1.5389 -1.5166 -2.2034
H 0.2406 -0.6521 -3.0546
H 0.5531 -2.3384 -3.4102

Calculated values
Kohn-Sham gap (spin up / spin down)   7.23 / 5.64 eV
LUMO (spin up / spin down)   -0.1944 / -0.2536 hartree
ΔE to the lowest compared entry with this formula, charge and spin   0.000 eV
HOMO (spin up / spin down)   -12.5 / -12.5 eV
Spin multiplicity   2
Charge   +1

No. 6
The following is a DFT calculation (ωB97M-V/def2-TZVPD) of a structure of composition C16H24LiNO15 in a non-equilibrium geometry.

Cartesian coordinates (Å):
Li 52.9320 45.6730 73.9210
N 52.5590 46.8320 71.3820
O 53.3460 45.9440 71.7480
O 52.2070 47.0220 70.2900
O 51.9570 47.2440 72.4270
C 49.9960 40.1840 75.1880
C 49.4000 41.4880 74.4860
C 49.0900 42.5240 75.4790
O 50.2110 43.4500 75.3950
C 50.9490 43.1910 74.3760
O 51.9730 43.8070 74.0780
O 50.5130 41.9790 73.8240
H 49.1070 39.5500 75.3480
H 50.4660 40.3170 76.0810
H 50.6520 39.6070 74.5910
H 48.6090 41.3170 73.8780
H 49.1270 42.2370 76.6330
H 48.2590 43.3070 75.1970
C 49.1190 46.7470 74.8720
C 50.4150 47.4210 75.4480
C 50.5010 47.6610 77.0460
O 51.4050 46.7240 77.3940
C 51.8920 46.0620 76.4090
O 52.8470 45.2800 76.5970
O 51.4040 46.3450 75.2570
H 48.3660 47.2730 74.4880
H 48.6580 46.1900 75.6090
H 49.4880 45.9910 74.0770
H 50.8410 48.4360 74.7450
H 49.5420 47.5000 77.5770
H 51.0330 48.6200 77.2390
C 59.3350 43.0930 75.2910
C 58.4310 44.3310 75.2360
C 58.5130 44.9880 73.7740
O 57.2590 45.5410 73.4310
C 56.3900 44.8970 74.1860
O 55.1280 45.0740 74.1020
O 57.0190 44.0780 75.1750
H 59.4530 42.8170 76.3060
H 60.3000 43.2510 75.1340
H 58.9910 42.3260 74.8790
H 58.5990 45.0450 76.0050
H 58.5260 44.2800 73.0940
H 59.1920 45.8000 73.8400
C 56.8700 50.6330 73.6930
C 56.9490 49.0030 74.1120
C 57.0130 48.8540 75.5670
O 55.7190 48.2730 75.9040
C 55.0990 48.0170 74.7810
O 53.9990 47.5360 74.7120
O 55.6800 48.4990 73.7960
H 57.8340 51.1680 73.8080
H 55.9480 51.0840 74.2540
H 56.5650 50.5270 72.7170
H 57.6780 48.4760 73.7260
H 57.0990 49.5730 76.2750
H 57.6160 47.9950 75.9590

Calculated values
Kohn-Sham gap   7.33 eV
LUMO   0.0138 hartree
ΔE to the lowest compared entry with this formula, charge and spin   2.062 eV
HOMO   -7.0 eV
Charge   0

No. 7
The following is a DFT calculation (ωB97M-V/def2-TZVPD) of a structure of composition C19H24Cl25N3O5PS in a non-equilibrium geometry.

Cartesian coordinates (Å):
C 3.8663 0.7516 0.5129
C 3.1451 1.3277 -0.6673
C 2.1921 0.4698 -1.7102
N 0.7199 0.6180 -1.5187
C 0.3516 2.0580 -1.6846
C -0.9559 2.3446 -2.6738
S -2.3582 3.1544 -1.6824
C -3.8917 2.0840 -1.6582
N -4.6803 1.4444 -2.7888
N -5.6609 0.7480 -2.0834
C -5.5379 0.9173 -0.5784
O -4.3906 1.8053 -0.2929
C 0.1131 -0.0884 -0.3584
C 0.6510 -1.6624 -0.1433
C 0.6343 -2.5468 -1.5218
O 0.3796 -3.9726 -1.1397
C -1.5351 -0.3286 -0.5545
O -2.4037 -0.3737 0.4713
O -2.1491 -0.6006 -1.8962
P 0.3980 0.7140 1.3704
O 0.1292 -0.5375 2.5991
Cl -1.0115 2.2232 1.8319
H 4.0690 1.4505 1.4549
H 4.2095 -0.3688 0.5495
H 3.2191 2.4982 -0.8735
H 2.4430 0.9170 -2.7913
H 2.6279 -0.6136 -1.7354
H 1.2466 2.6379 -2.2225
H 0.1427 2.6678 -0.7098
H -0.6443 3.1739 -3.4751
H -1.2898 1.4156 -3.2966
H -6.1645 0.4633 0.3098
H 1.6716 -1.6580 0.4318
H -0.1684 -2.1511 0.5718
H 1.6942 -2.5610 -2.0636
H -0.1440 -2.2113 -2.3269
H -0.4285 -4.0257 -0.5388
H 0.0922 -0.0161 3.4733
C -2.5795 -6.4028 1.1926
Cl -2.1626 -4.7237 1.5749
Cl -1.7686 -6.9219 -0.2949
Cl -2.1527 -7.4719 2.5395
H -3.6594 -6.4621 1.0347
C 2.0224 -8.0072 -1.2758
Cl 1.8975 -8.9506 0.2188
Cl 3.6166 -8.2255 -2.0178
Cl 0.7403 -8.4653 -2.4096
H 1.9004 -6.9500 -1.0268
C 3.2464 5.8898 -2.1554
Cl 3.1984 4.2272 -1.5447
Cl 4.6411 6.1201 -3.2237
Cl 1.7415 6.2851 -3.0028
H 3.3499 6.5667 -1.3034
C 1.9593 2.6428 4.4521
Cl 1.1938 1.4624 5.5291
Cl 3.3928 3.3470 5.2194
Cl 2.3876 1.8891 2.9069
H 1.2438 3.4457 4.2569
C -3.6536 -2.3671 -4.4520
Cl -3.7016 -4.0297 -3.8414
Cl -2.2589 -2.1368 -5.5204
Cl -5.1585 -1.9719 -5.2994
H -3.5501 -1.6902 -3.6000
C -5.2412 5.8497 -3.4409
Cl -3.6116 6.1052 -4.0879
Cl -5.5844 4.1184 -3.2854
Cl -5.4244 6.6632 -1.8776
H -5.9611 6.2820 -4.1405
C -0.7553 -0.7908 8.2376
Cl -1.1914 -2.4779 8.5591
Cl 0.6244 -0.3037 9.2369
Cl -0.3917 -0.5588 6.5191
H -1.6087 -0.1591 8.4973
C 6.6406 1.1968 3.4967
Cl 6.4878 -0.1853 2.3985
Cl 6.5046 2.7201 2.6020
Cl 5.4161 1.1143 4.7746
H 7.6283 1.1584 3.9631

Calculated values
Kohn-Sham gap   6.63 eV
LUMO   0.0630 hartree
HOMO   -4.9 eV
Charge   -1

No. 8
The following is a DFT calculation (ωB97M-V/def2-TZVPD) of a cluster of 3 separate species, C12H18NO5P3 in total.

Cartesian coordinates (Å):
O 6.2816 1.5347 1.1945
N 5.3220 0.9123 0.9433
O 5.3893 -0.3729 1.4730
P 3.8029 -1.0511 1.8951
P 1.8511 -1.9556 2.7453
P 0.5098 -0.6214 1.6870
O 1.3411 0.4638 1.1192
O -0.3989 -1.3817 0.6191
O -0.6334 -0.1392 2.6869
H 3.5321 -1.3507 0.5615
H 4.5478 -1.9892 2.6126
H 3.4142 0.1499 2.4805
H 1.6221 -3.1661 2.0568
H 0.0962 -1.4550 -0.2094
H -0.2849 0.4865 3.3338
C -2.9378 4.8497 1.4408
C -3.2978 3.5359 1.7079
C -2.3849 2.5098 1.5027
C -1.1108 2.7942 1.0281
C -0.7550 4.1094 0.7566
C -1.6657 5.1363 0.9637
H -3.6483 5.6501 1.6040
H -4.2910 3.3115 2.0759
H -2.6641 1.4850 1.7136
H -0.3922 2.0018 0.8668
H 0.2368 4.3313 0.3832
H -1.3849 6.1604 0.7529
C -0.6697 -1.6599 -3.1565
C -1.5573 -2.2741 -2.2823
C -1.8927 -3.6107 -2.4554
C -1.3443 -4.3305 -3.5072
C -0.4602 -3.7156 -4.3846
C -0.1210 -2.3817 -4.2089
H -0.4085 -0.6172 -3.0201
H -1.9894 -1.7090 -1.4662
H -2.5808 -4.0887 -1.7702
H -1.6049 -5.3721 -3.6442
H -0.0358 -4.2775 -5.2066
H 0.5674 -1.9027 -4.8932

Calculated values
Kohn-Sham gap   9.33 eV
LUMO   0.0043 hartree
HOMO   -9.2 eV
Structure (SMILES)   O=NO[PH3]PP(=O)(O)O.c1ccccc1.c1ccccc1
Charge   0

DFT total energy for every record listed, in sequence, given in Ha: -718.83434 -1863.65758 -882.74259 -5478.97427 -1913.36995 -1814.71991 -13522.79968 -1923.02727.